[1]
31
Properties=species:S:1:pos:R:3 method="wB97M-V/def2-TZVPD" total_charge=+1 orbital_gap_ev="7.77 / 5.83" e_lumo_ev="-5.3 / -7.3" relative_energy_ev=1.3839 largest_force_ev_per_a=3.21 energy_ha=-1874.308290 multiplicity=3
Pd 0.575 -1.143 2.068
F -1.547 -0.762 1.629
C 2.972 -1.364 -1.793
O 1.710 -2.010 -2.091
C 0.698 -2.164 -1.197
O 0.727 -1.609 -0.083
O -0.160 -2.989 -1.685
C -1.383 -3.224 -0.986
H 3.446 -0.897 -2.657
H 3.678 -2.126 -1.465
H 2.817 -0.536 -1.101
H -1.129 -3.736 -0.058
H -2.147 -3.768 -1.540
H -1.943 -2.316 -0.763
C -1.229 2.598 1.502
O 0.092 3.001 1.238
C 1.032 2.054 1.034
O 0.816 0.864 1.178
O 2.192 2.645 0.816
C 3.359 1.857 0.541
H -1.299 1.991 2.405
H -1.689 1.990 0.723
H -1.864 3.483 1.512
H 3.586 1.220 1.396
H 4.164 2.592 0.511
H 3.356 1.350 -0.424
C -4.056 0.576 0.016
Cl -3.835 1.823 -1.263
Cl -5.653 -0.287 -0.235
H -3.275 -0.142 -0.234
H -4.011 1.030 1.006

=====

[2]
26
Properties=species:S:1:pos:R:3 method="wB97M-V/def2-TZVPD" orbital_gap_ev=9.04 e_lumo_ev=0.8 relative_energy_ev=0.0000 largest_force_ev_per_a=3.84 energy_ha=-1380.216350
C 1.162 -1.440 0.747
C 0.428 0.830 0.571
C 2.051 -1.199 -0.478
C 1.362 1.027 -0.635
C 1.898 2.449 -0.690
C -1.131 -1.012 0.122
C -2.788 -0.049 0.617
N 0.003 -0.552 0.731
N -3.901 -0.844 0.362
O 2.470 0.142 -0.539
Cl -1.229 -0.959 -1.721
Cl -2.847 1.428 -0.304
H 0.829 -2.478 0.775
H 1.732 -1.218 1.655
H 0.979 1.098 1.479
H -0.445 1.471 0.477
H 2.960 -1.801 -0.423
H 1.498 -1.466 -1.392
H 0.810 0.804 -1.561
H 2.343 2.716 0.266
H 1.090 3.145 -0.917
H 2.664 2.517 -1.459
H -1.353 -2.043 0.388
H -2.631 0.153 1.674
H -3.900 -1.709 0.882
H -4.055 -1.007 -0.625

=====

[3]
25
Properties=species:S:1:pos:R:3 method="wB97M-V/def2-TZVPD" orbital_gap_ev=8.54 smiles="CC(C)N(C1=P#P1Cl)C(C)C" e_lumo_ev=0.6 relative_energy_ev=0.0000 largest_force_ev_per_a=5.22 energy_ha=-1472.700950
C -1.150 -0.523 -0.384
C 1.471 -1.866 -0.466
C 0.400 -1.888 1.802
C -0.806 2.271 0.462
C 0.594 1.633 -1.636
C 0.969 -1.014 0.644
C 0.269 1.331 -0.178
N -0.017 -0.086 0.074
P -2.678 0.187 -1.117
P -2.095 -1.910 -0.810
Cl -3.819 0.876 0.454
H 1.905 -1.398 -1.363
H 2.294 -2.473 -0.079
H 0.514 -2.340 -0.889
H -0.429 -1.486 2.440
H 1.053 -2.295 2.569
H -0.140 -2.684 1.418
H -0.300 3.301 0.319
H -1.644 2.198 -0.105
H -1.145 1.916 1.367
H -0.271 1.844 -2.119
H 0.994 0.826 -2.053
H 1.249 2.411 -1.620
H 1.646 -0.256 0.919
H 1.137 1.423 0.351

=====

[4]
25
Properties=species:S:1:pos:R:3 method="wB97M-V/def2-TZVPD" orbital_gap_ev="6.07 / 7.24" e_lumo_ev="-0.2 / 0.0" relative_energy_ev=2.4095 largest_force_ev_per_a=2.20 energy_ha=-2134.112154 multiplicity=4
C -0.168 1.268 -2.764
C 1.119 0.708 -2.427
C 0.926 -0.683 -2.123
C -0.461 -1.002 -2.300
C -1.144 0.200 -2.703
Cr -0.291 0.548 -0.692
P -1.326 2.288 0.419
H -0.362 2.303 -3.083
H 2.075 1.232 -2.460
H 1.717 -1.378 -1.823
H -2.198 0.273 -2.989
H -0.917 -1.991 -2.201
H -2.717 2.458 0.193
H -0.882 3.605 0.130
H -1.290 2.308 1.835
C 1.003 -2.321 2.397
S 0.394 -1.154 1.095
C -0.017 0.068 2.683
O 1.521 -1.813 0.119
H 0.123 -2.568 3.020
H 1.817 -1.854 2.964
H 1.392 -3.226 1.902
H 0.548 -0.295 3.572
H 0.243 1.110 2.430
H -1.106 -0.082 2.806

=====

[5]
25
Properties=species:S:1:pos:R:3 method="wB97M-V/def2-TZVPD" total_charge=-1 orbital_gap_ev="3.23 / 3.07" e_lumo_ev="2.2 / 2.3" relative_energy_ev=1.0959 largest_force_ev_per_a=1.95 energy_ha=-1799.996353 multiplicity=8
C -1.239 0.774 -1.212
C -0.465 1.872 -1.688
C -0.577 2.928 -0.756
C -1.533 2.556 0.241
C -1.917 1.202 0.012
Eu 0.210 -1.685 1.445
P 0.801 -2.903 -1.156
H -1.383 -0.212 -1.689
H 0.175 1.842 -2.564
H -0.031 3.868 -0.774
H -2.644 0.594 0.579
H -1.860 3.154 1.104
H 2.091 -3.189 -1.745
H 0.303 -2.134 -2.268
H 0.190 -4.135 -1.538
C 1.512 -0.356 4.139
S 2.675 -0.287 2.741
C 2.997 -2.076 2.549
O 1.774 0.070 1.520
H 2.131 -0.443 5.041
H 0.817 -1.224 4.090
H 0.952 0.596 4.163
H 2.101 -2.726 2.698
H 3.447 -2.241 1.551
H 3.725 -2.323 3.334

=====

[6]
27
Properties=species:S:1:pos:R:3 method="wB97M-V/def2-TZVPD" orbital_gap_ev=10.31 e_lumo_ev=0.2 relative_energy_ev=1.7099 largest_force_ev_per_a=10.19 energy_ha=-976.182455
C -2.911 -1.718 0.817
C 0.412 3.847 -0.609
C 2.442 0.562 -0.279
C -0.902 -1.878 -0.348
C -0.201 2.441 -0.198
C -0.563 -0.485 0.137
C -2.065 -2.530 -0.038
N -3.687 -1.145 1.428
N 0.620 -3.545 1.341
O 0.870 -0.557 -2.443
O -0.012 1.506 -1.286
F -0.449 -3.474 2.261
P 0.739 0.125 -1.166
H 0.617 3.868 -1.657
H -0.321 4.522 -0.230
H 1.340 3.893 -0.143
H 3.266 0.953 -1.030
H 1.978 1.305 0.376
H 2.779 -0.212 0.287
H -0.331 -2.400 -1.036
H 0.303 -3.232 0.572
H -1.321 2.639 -0.269
H 0.146 2.156 0.832
H -1.532 0.120 0.196
H -0.163 -0.495 1.152
H -2.407 -3.508 -0.328
H 1.355 -2.760 1.659